(1)
Entry from the Open Molecules 2025 dataset: 7 unconnected molecules or ions with the total composition C19H38Cl12O5S at a distorted geometry (wB97M-V/def2-TZVPD).

Values from the calculation:
**Energy above the lowest of the compared OMol25 structures with the same formula, charge and spin**: 0.0 kJ/mol
**HOMO energy**: -9.570 eV
**Spin multiplicity**: 1
**Total energy**: -7043.42887 Eh
**Frontier orbital gap**: 9.962 eV
**LUMO level**: 0.0144 Ha

Positions of all 75 atoms, in Å:
C 3.718 2.489 -0.005
C 2.456 2.832 0.816
O 1.550 3.504 -0.060
C 0.234 3.271 0.182
O -0.222 2.176 0.438
C -0.616 4.511 0.046
C -2.037 4.321 0.564
C -3.019 4.111 -0.564
O -4.356 4.232 -0.035
S -5.365 3.284 -0.912
O -5.895 4.106 -1.968
O -6.532 3.187 0.213
C -6.854 1.806 0.476
H 4.084 1.500 0.238
H 3.504 2.575 -1.065
H 4.497 3.215 0.214
H 2.780 3.481 1.625
H 2.062 1.901 1.205
H -0.617 4.802 -1.001
H -0.155 5.339 0.571
H -2.330 5.192 1.145
H -2.124 3.469 1.232
H -2.904 3.112 -0.991
H -2.857 4.826 -1.371
H -7.578 1.432 -0.242
H -7.204 1.718 1.496
H -5.950 1.208 0.379
Cl 4.856 -1.521 -0.792
C 5.656 -1.642 0.794
C 4.674 -1.870 1.912
Cl 3.640 -0.443 2.198
H 6.232 -0.733 0.948
H 6.344 -2.485 0.739
H 5.210 -2.065 2.839
H 4.024 -2.716 1.707
Cl 5.890 -4.589 -1.935
C 5.445 -6.175 -1.255
C 4.677 -6.040 0.034
Cl 5.690 -5.410 1.362
H 6.355 -6.752 -1.119
H 4.827 -6.678 -1.995
H 4.313 -7.016 0.348
H 3.826 -5.373 -0.081
Cl -0.156 7.393 -1.205
C -0.416 9.063 -0.642
C -0.278 9.173 0.854
Cl -1.596 8.335 1.712
H -1.400 9.380 -0.977
H 0.333 9.688 -1.127
H -0.318 10.220 1.150
H 0.664 8.752 1.196
Cl 5.895 -9.379 -3.081
C 6.303 -8.379 -4.504
C 5.087 -7.740 -5.122
Cl 4.014 -8.938 -5.889
H 6.824 -9.013 -5.216
H 6.989 -7.605 -4.162
H 5.397 -7.044 -5.900
H 4.504 -7.194 -4.384
Cl -7.065 -1.393 -1.354
C -7.719 -2.605 -0.223
C -8.040 -2.014 1.126
Cl -6.570 -1.520 2.004
H -6.990 -3.407 -0.141
H -8.626 -3.006 -0.672
H -8.547 -2.758 1.738
H -8.685 -1.144 1.037
Cl -3.278 -2.125 1.271
C -2.053 -1.814 2.526
C -2.603 -2.013 3.914
Cl -3.809 -0.772 4.343
H -1.681 -0.802 2.385
H -1.233 -2.509 2.353
H -1.796 -1.938 4.642
H -3.074 -2.987 4.018


(2)
Entry from the Open Molecules 2025 dataset: a molecular structure, C19H38IrN5O2SSi (wB97M-V/def2-TZVPD).

Values from the calculation:
**Total charge**: +3
**<S²>**: 0.76
**HOMO energy (alpha / beta)**: -18.087 / -17.949 eV
**Spin multiplicity**: 2
**Total energy**: -1962.04024 Eh
**Frontier orbital gap (alpha / beta)**: 7.757 / 6.701 eV
**LUMO level (alpha / beta)**: -0.3796 / -0.4133 Ha

Positions of all 67 atoms, in Å:
Ir -0.292 0.421 1.115
C 6.134 0.970 -0.224
C 5.497 -0.194 -0.975
C 4.578 0.288 -2.092
C 4.789 -1.171 -0.036
N 3.660 -0.543 0.688
C 3.681 0.180 1.820
N 2.458 0.580 2.089
N 1.732 0.086 1.085
N 2.424 -0.595 0.229
H 6.738 1.569 -0.903
H 6.792 0.628 0.578
H 5.381 1.640 0.201
H 6.297 -0.793 -1.419
H 3.771 0.915 -1.700
H 4.138 -0.547 -2.641
H 5.138 0.893 -2.803
H 5.463 -1.547 0.733
H 4.362 -2.017 -0.570
H 4.560 0.374 2.412
C -0.254 4.460 -0.801
S -1.133 3.279 0.192
C -1.136 4.114 1.761
O 0.028 2.186 0.351
H -0.890 5.344 -0.876
H -0.111 4.031 -1.790
H 0.697 4.701 -0.331
H -1.762 5.002 1.656
H -0.115 4.386 2.027
H -1.577 3.442 2.493
C -3.496 -0.444 3.644
Si -3.638 0.585 2.113
C -4.380 -0.313 0.651
C -4.416 2.230 2.432
O -2.030 0.966 1.557
H -4.473 -0.443 4.135
H -2.784 -0.019 4.355
H -3.248 -1.492 3.470
H -5.425 -0.545 0.865
H -3.848 -1.252 0.481
H -4.346 0.310 -0.245
H -5.450 2.095 2.758
H -4.430 2.857 1.539
H -3.897 2.756 3.237
C -2.448 -0.669 -2.670
N -1.221 -1.351 -3.183
C -1.547 -2.723 -3.694
C -0.075 -1.322 -2.186
C -0.402 -1.981 -0.878
C -0.305 -3.364 -0.708
C -0.532 -3.987 0.520
C -0.880 -3.245 1.633
C -1.027 -1.859 1.489
C -0.736 -1.274 0.270
H -3.172 -0.607 -3.479
H -2.179 0.329 -2.328
H -2.856 -1.254 -1.850
H -0.893 -0.814 -3.988
H -1.974 -3.304 -2.882
H -0.638 -3.186 -4.072
H -2.274 -2.623 -4.496
H 0.176 -0.272 -2.043
H 0.766 -1.813 -2.675
H 0.008 -3.975 -1.547
H -0.439 -5.062 0.595
H -1.100 -3.722 2.578
H -1.436 -1.296 2.335


(3)
Entry from the Open Molecules 2025 dataset: C19H38O in the gas phase (wB97M-V/def2-TZVPD).

Values from the calculation:
**Energy above the lowest of the compared OMol25 structures with the same formula, charge and spin**: 0.0 kJ/mol
**HOMO energy**: -9.068 eV
**Spin multiplicity**: 1
**Total energy**: -821.98682 Eh
**Frontier orbital gap**: 9.903 eV
**SMILES**: C/C(=C\CO)CC[C@@H](C)CCC[C@@H](C)CCCC(C)C
**LUMO level**: 0.0307 Ha

Positions of all 58 atoms, in Å:
C -0.097 3.110 -3.788
C 0.410 2.633 -2.459
C -0.383 2.472 -1.405
C -1.860 2.732 -1.366
O -2.344 2.934 -0.056
C 1.874 2.298 -2.390
C 2.221 1.067 -3.240
C 1.479 -0.204 -2.806
C 1.534 -1.240 -3.927
C 2.059 -0.777 -1.507
C 1.079 -1.686 -0.769
C 1.676 -2.212 0.535
C 0.766 -3.192 1.284
C 1.487 -3.714 2.527
C -0.608 -2.605 1.643
C -0.574 -1.316 2.461
C -1.987 -0.812 2.752
C -2.027 0.415 3.669
C -3.473 0.730 4.047
C -1.394 1.636 3.005
H -0.765 3.962 -3.669
H -0.660 2.321 -4.288
H 0.727 3.405 -4.432
H 0.025 2.105 -0.472
H -2.407 1.860 -1.742
H -2.121 3.590 -2.004
H -1.862 3.670 0.338
H 2.455 3.147 -2.761
H 2.162 2.125 -1.353
H 3.298 0.891 -3.188
H 1.971 1.280 -4.281
H 0.431 0.061 -2.629
H 1.027 -2.156 -3.634
H 1.052 -0.860 -4.825
H 2.567 -1.482 -4.169
H 2.975 -1.329 -1.735
H 2.330 0.042 -0.838
H 0.805 -2.533 -1.401
H 0.172 -1.118 -0.559
H 1.923 -1.372 1.187
H 2.613 -2.726 0.307
H 0.580 -4.047 0.622
H 1.760 -2.896 3.188
H 2.398 -4.238 2.244
H 0.852 -4.405 3.077
H -1.162 -3.363 2.204
H -1.165 -2.420 0.722
H -0.056 -1.489 3.406
H -0.028 -0.552 1.910
H -2.555 -1.618 3.223
H -2.484 -0.565 1.810
H -1.471 0.183 4.585
H -4.047 0.978 3.157
H -3.941 -0.124 4.532
H -3.516 1.577 4.729
H -1.503 2.510 3.645
H -0.333 1.480 2.829
H -1.884 1.840 2.056


(4)
Entry from the Open Molecules 2025 dataset: 5 unconnected molecules or ions with the total composition C19H39BIN6O5 at a distorted geometry (wB97M-V/def2-TZVPD).

Values from the calculation:
**Total charge**: +1
**HOMO energy**: -10.639 eV
**Spin multiplicity**: 1
**Total energy**: -1774.49934 Eh
**Frontier orbital gap**: 6.475 eV
**LUMO level**: -0.1530 Ha

Positions of all 71 atoms, in Å:
C 6.444 -2.160 1.814
N 6.018 -0.791 2.306
C 7.198 0.113 2.029
B 4.912 -0.377 1.440
O 5.153 0.573 0.397
C 3.382 -0.869 1.586
C 2.368 0.204 1.625
N 1.026 -0.030 1.709
C 0.572 -1.337 1.769
C 1.454 -2.484 1.775
I 0.628 -4.472 1.897
C 2.922 -2.254 1.673
H 6.098 -2.978 2.499
H 6.078 -2.293 0.754
H 7.568 -2.215 1.793
H 6.934 1.190 2.143
H 7.547 -0.137 0.981
H 8.054 -0.195 2.697
H 4.843 0.130 -0.421
H 2.711 1.269 1.573
H 0.378 0.773 1.728
H -0.535 -1.458 1.813
H 3.650 -3.094 1.640
C 0.196 -2.070 -4.482
C 0.876 -2.683 -3.286
O 1.645 -3.628 -3.385
N 0.610 -2.146 -2.062
C -0.264 -1.034 -1.743
H 0.501 -2.597 -5.385
H -0.888 -2.157 -4.380
H 0.484 -1.021 -4.579
H 1.099 -2.605 -1.308
H 0.323 -0.257 -1.253
H -1.037 -1.384 -1.055
H -0.736 -0.620 -2.629
C -2.436 2.805 -0.798
C -1.762 2.210 0.407
O -0.981 1.253 0.315
N -2.036 2.756 1.610
C -2.918 3.874 1.910
H -2.122 2.267 -1.691
H -3.519 2.717 -0.703
H -2.152 3.852 -0.907
H -1.553 2.311 2.376
H -2.333 4.655 2.395
H -3.692 3.525 2.596
H -3.386 4.276 1.015
C -4.702 6.775 3.453
C -3.453 6.646 4.287
O -2.442 6.091 3.869
N -3.474 7.169 5.537
C -4.566 7.856 6.201
H -4.539 6.313 2.481
H -5.534 6.267 3.943
H -4.943 7.828 3.300
H -2.607 7.048 6.040
H -4.233 8.860 6.470
H -4.820 7.308 7.110
H -5.447 7.929 5.569
C -2.407 -6.763 -6.940
C -1.329 -5.785 -6.546
O -0.912 -4.931 -7.313
N -0.820 -5.878 -5.287
C -1.183 -6.815 -4.243
H -2.714 -6.569 -7.965
H -2.027 -7.784 -6.879
H -3.276 -6.645 -6.289
H -0.102 -5.193 -5.091
H -1.536 -6.251 -3.377
H -0.295 -7.384 -3.962
H -1.962 -7.501 -4.565


(5)
Entry from the Open Molecules 2025 dataset: a molecular structure, C19H39GeIN3NaO7Se (wB97M-V/def2-TZVPD).

Values from the calculation:
**Total charge**: -1
**Energy above the lowest of the compared OMol25 structures with the same formula, charge and spin**: 19.6 kJ/mol
**<S²>**: 0.76
**HOMO energy (alpha / beta)**: -2.229 / -5.471 eV
**Spin multiplicity**: 2
**Total energy**: -6376.73801 Eh
**Frontier orbital gap (alpha / beta)**: 4.231 / 7.458 eV
**LUMO level (alpha / beta)**: 0.0736 / 0.0730 Ha

Positions of all 72 atoms, in Å:
Na 0.098 0.784 0.400
C -1.681 -4.151 -0.410
C -0.481 -3.276 -0.771
C -0.487 -2.992 -2.270
C 0.822 -3.978 -0.388
O -0.581 -2.017 -0.099
Ge -0.325 -1.868 1.793
O 1.260 -0.872 1.472
C 2.153 -0.365 2.456
C 1.988 -1.075 3.800
C 3.568 -0.592 1.927
C 1.896 1.131 2.631
O -1.305 -0.245 1.852
C -2.690 -0.082 1.642
C -3.209 0.911 2.679
C -2.951 0.513 0.223
C -3.441 -1.407 1.790
H -1.628 -5.118 -0.916
H -1.716 -4.326 0.667
H -2.604 -3.655 -0.717
H -0.573 -3.925 -2.833
H -1.312 -2.334 -2.549
H 0.449 -2.518 -2.578
H 0.959 -4.877 -0.995
H 1.668 -3.309 -0.555
H 0.823 -4.272 0.664
H 2.122 -2.152 3.688
H 2.726 -0.703 4.515
H 0.994 -0.896 4.214
H 3.739 -1.657 1.764
H 3.700 -0.070 0.977
H 4.318 -0.215 2.627
H 0.862 1.307 2.940
H 2.549 1.564 3.393
H 2.094 1.683 1.706
H -2.613 1.825 2.646
H -4.256 1.168 2.492
H -3.128 0.483 3.680
H -3.052 1.599 0.284
H -1.620 -0.672 -0.640
H -3.901 0.110 -0.149
H -3.231 -1.850 2.766
H -4.518 -1.249 1.704
H -3.140 -2.117 1.018
N -0.410 1.576 -2.943
C 0.673 0.932 -3.719
C 1.818 0.490 -2.812
N 1.347 0.015 -1.514
H -0.897 0.849 -2.400
H -0.014 2.326 -2.254
H 1.022 1.663 -4.446
H 0.210 0.101 -4.247
H 2.484 1.329 -2.616
H 2.398 -0.260 -3.366
H 2.135 -0.166 -0.902
H 0.840 -0.865 -1.564
I -0.510 4.429 2.892
C 0.613 4.104 1.153
C 1.971 4.456 1.139
C 2.633 4.194 -0.101
C 1.953 3.642 -1.145
N 0.628 3.285 -1.123
C -0.018 3.551 0.073
H 2.469 4.888 1.992
H 3.678 4.448 -0.229
H 2.464 3.481 -2.089
H -1.080 3.328 0.105
O -2.614 1.021 -5.908
Se -2.791 0.928 -4.305
O -1.334 2.174 -3.797
O -1.915 0.266 -0.707
O -2.099 -0.428 -3.707


(6)
Entry from the Open Molecules 2025 dataset: 3 unconnected molecules or ions with the total composition C19H39N4O5 at a distorted geometry (wB97M-V/def2-TZVPD).

Values from the calculation:
**Total charge**: +1
**Energy above the lowest of the compared OMol25 structures with the same formula, charge and spin**: 0.0 kJ/mol
**HOMO energy**: -11.448 eV
**Spin multiplicity**: 1
**Total energy**: -1342.34966 Eh
**Frontier orbital gap**: 7.464 eV
**LUMO level**: -0.1464 Ha

Positions of all 67 atoms, in Å:
C -3.128 -0.320 4.616
C -2.818 -0.517 3.158
O -3.047 0.361 2.406
N -2.236 -1.700 2.746
C -2.724 -2.145 1.414
C -1.871 -1.578 0.275
C -0.906 -2.600 -0.353
C 0.574 -2.221 -0.297
C 1.000 -1.106 -1.269
C 2.451 -1.231 -1.702
N 3.399 -0.897 -0.623
C 3.092 0.251 -0.010
N 3.697 0.610 1.090
N 2.094 1.062 -0.526
C 0.822 0.315 -0.636
C -0.216 1.099 -1.428
H -2.922 -1.199 5.221
H -2.554 0.510 5.014
H -4.176 -0.083 4.742
H -2.535 -2.401 3.418
H -2.701 -3.227 1.416
H -3.754 -1.829 1.286
H -2.575 -1.258 -0.487
H -1.389 -0.689 0.661
H -1.184 -2.755 -1.394
H -1.013 -3.558 0.141
H 1.131 -3.116 -0.583
H 0.871 -2.020 0.734
H 0.389 -1.200 -2.160
H 2.684 -2.225 -2.064
H 2.593 -0.548 -2.534
H 3.320 -1.645 0.074
H 3.863 1.575 1.337
H 3.963 -0.109 1.751
H 2.352 1.535 -1.388
H 0.488 0.138 0.378
H -1.206 0.779 -1.141
H -0.105 0.890 -2.485
H -0.114 2.161 -1.225
O 2.704 -3.622 -6.111
C 3.678 -3.127 -5.623
O 3.708 -1.785 -5.435
C 4.732 -1.108 -4.708
C 5.952 -0.834 -5.561
C 4.892 -3.955 -5.265
H 4.975 -1.655 -3.792
H 4.288 -0.161 -4.398
H 6.414 -1.757 -5.910
H 6.695 -0.269 -4.998
H 5.670 -0.262 -6.445
H 5.474 -4.130 -6.169
H 4.549 -4.910 -4.874
H 5.533 -3.511 -4.507
O -5.439 4.683 6.512
C -5.120 4.742 5.358
O -5.678 3.888 4.476
C -5.488 3.969 3.060
C -4.201 3.291 2.636
C -4.061 5.714 4.884
H -5.553 5.004 2.720
H -6.336 3.446 2.623
H -3.328 3.776 3.075
H -4.097 3.311 1.550
H -4.193 2.258 2.968
H -3.079 5.295 5.102
H -4.182 6.644 5.434
H -4.119 5.960 3.826


(7)
Entry from the Open Molecules 2025 dataset: 3 unconnected molecules or ions with the total composition C19H40Br2O10P2 at a distorted geometry (wB97M-V/def2-TZVPD).

Values from the calculation:
**HOMO energy**: -10.148 eV
**Spin multiplicity**: 1
**Total energy**: -7331.21913 Eh
**Frontier orbital gap**: 10.446 eV
**SMILES**: C[C@H](Br)[C@H](Br)[C@@H]1COC(=O)C1.CCOP(=O)(OCC)OCC.CCOP(=O)(OCC)OCC
**LUMO level**: 0.0110 Ha

Positions of all 73 atoms, in Å:
C 9.677 4.598 2.829
C 8.371 4.417 3.576
Br 8.626 3.672 5.349
C 7.258 3.613 2.842
Br 7.438 3.673 0.917
C 5.903 4.110 3.309
C 4.654 3.289 3.023
O 3.594 4.226 3.424
C 4.110 5.463 3.655
O 3.628 6.277 4.364
C 5.401 5.479 2.848
H 10.393 5.058 3.511
H 9.542 5.295 2.006
H 10.108 3.658 2.490
H 7.954 5.412 3.722
H 7.370 2.589 3.200
H 5.998 4.222 4.396
H 4.455 3.094 1.972
H 4.535 2.464 3.719
H 5.055 5.436 1.812
H 6.057 6.331 2.982
C 0.818 2.558 3.373
C 0.900 2.742 1.872
O 1.010 1.491 1.179
P -0.299 0.565 0.986
O -1.167 1.267 0.012
O 0.329 -0.567 -0.039
C -0.365 -0.981 -1.216
C 0.247 -0.344 -2.445
O 0.017 -0.388 2.245
C -0.503 -1.736 2.291
C 0.640 -2.712 2.145
H -0.118 2.069 3.658
H 0.870 3.521 3.879
H 1.633 1.927 3.727
H 0.038 3.301 1.497
H 1.795 3.309 1.619
H -1.428 -0.752 -1.148
H -0.268 -2.069 -1.275
H 0.255 0.742 -2.356
H -0.309 -0.621 -3.343
H 1.282 -0.669 -2.562
H -1.263 -1.896 1.525
H -0.979 -1.865 3.264
H 1.089 -2.643 1.157
H 0.290 -3.734 2.297
H 1.423 -2.492 2.871
C -5.024 -1.074 -1.071
C -4.954 -0.835 -2.567
O -4.804 -2.058 -3.301
P -6.075 -3.013 -3.519
O -7.085 -2.313 -4.326
O -5.436 -4.096 -4.560
C -6.137 -4.494 -5.740
C -5.550 -3.815 -6.958
O -5.864 -3.949 -2.243
C -6.407 -5.290 -2.232
C -5.272 -6.284 -2.294
H -5.940 -1.604 -0.800
H -5.004 -0.127 -0.532
H -4.186 -1.689 -0.743
H -5.836 -0.295 -2.920
H -4.080 -0.229 -2.805
H -7.203 -4.287 -5.653
H -6.020 -5.578 -5.826
H -5.562 -2.732 -6.841
H -6.110 -4.079 -7.856
H -4.511 -4.117 -7.095
H -7.112 -5.439 -3.050
H -6.954 -5.407 -1.296
H -4.752 -6.224 -3.248
H -5.647 -7.299 -2.166
H -4.539 -6.073 -1.515